# 1
Formula: C3H9NO2
Source: OMol25
Level of theory: wB97M-V/def2-TZVPD

Results
ΔE to the lowest compared entry with this formula, charge and spin = 98.9 kcal per mole

Structure (XYZ):
```
15
Properties=species:S:1:pos:R:3:nbo_charge:R:1
C 0.833 1.050 -0.579 -0.71
C 0.854 0.260 0.681 0.13
N 0.346 -2.466 -0.344 -1.05
H 0.363 1.988 -0.349 0.25
H 1.885 1.202 -0.862 0.24
H 0.400 0.383 -1.323 0.28
H 1.543 -0.556 0.886 0.19
H 0.407 0.627 1.589 0.24
H -0.218 -1.779 -0.823 0.37
H 0.087 -2.361 0.627 0.36
H 1.319 -2.284 -0.483 0.34
O -1.211 0.144 0.824 -0.72
C -1.978 0.998 0.213 0.62
O -2.215 1.059 -0.977 -0.62
H -2.414 1.735 0.920 0.08
```

---

# 2
Formula: C2H4N4
Source: OMol25
Level of theory: wB97M-V/def2-TZVPD

Results
ΔE to the lowest compared entry with this formula, charge and spin = 33.9 kcal per mole

Structure (XYZ):
```
10
Properties=species:S:1:pos:R:3:nbo_charge:R:1
N -1.562 -0.138 0.026 -0.87
C -0.183 0.129 0.011 0.23
C 0.822 1.076 0.059 -0.15
N 2.016 0.409 0.024 -0.24
N 1.807 -0.877 -0.054 -0.06
N 0.494 -1.021 -0.057 -0.33
H -2.005 -0.095 -0.879 0.39
H -2.084 0.202 0.815 0.39
H 0.785 2.155 0.121 0.22
H -0.091 -1.840 -0.065 0.42
```

---

# 3
Formula: C4H4Br2
Source: OMol25
Level of theory: wB97M-V/def2-TZVPD

Results
ΔE to the lowest compared entry with this formula, charge and spin = 72.7 kcal per mole

Structure (XYZ):
```
10
Properties=species:S:1:pos:R:3:nbo_charge:R:1
C 1.750 -0.528 0.128 -0.21
C -1.586 0.529 -0.881 -0.33
C -0.505 0.108 -0.295 0.15
C 0.330 -0.391 0.770 -0.58
Br 2.836 0.982 0.051 0.09
Br -3.291 0.627 0.144 -0.04
H -1.741 0.864 -1.888 0.24
H 0.390 0.304 1.613 0.25
H 1.803 -1.124 -0.778 0.19
H 0.013 -1.371 1.136 0.25
```